No. 1
{
  "formula": "C8H21I2O2OsP2",
  "method": "ωB97M-V with the def2-TZVPD basis set",
  "relative_energy_ev": 1.1269,
  "charge": 3,
  "homo_energy_ev": [-19.40, -19.45],
  "s2": 6.0365,
  "gap_ev": [7.823, 5.371],
  "spin_multiplicity": 5,
  "e_tot_ha": -1835.47459,
  "lumo_energy_ev": [-11.5816, -14.0814],
  "elements": ["I", "I", "Os", "P", "C", "C", "H", "H", "H", "H", "H", "H", "C", "H", "H", "H", "P", "C", "C", "H", "H", "H", "C", "H", "H", "H", "H", "H", "H", "C", "O", "C", "O", "H", "H", "H"],
  "positions_angstrom": [[0.264, -0.547, -5.396], [-0.286, 1.826, -4.768], [0.000, 0.000, -0.183], [-2.310, -0.181, -0.224], [-3.290, 1.317, 0.164], [-2.976, -0.717, -1.845], [-4.060, -0.871, -1.796], [-4.056, -1.548, 0.819], [-2.477, -1.649, -2.124], [-2.472, -2.385, 0.728], [-3.037, 2.109, -0.546], [-2.746, 0.042, -2.597], [-2.972, -1.436, 0.935], [-4.364, 1.110, 0.111], [-2.742, -1.135, 1.960], [-3.036, 1.665, 1.169], [2.315, -0.100, -0.217], [3.241, 1.431, 0.177], [3.017, -1.333, 0.942], [2.540, -1.558, -2.119], [4.093, -0.724, -1.785], [2.750, 0.142, -2.588], [3.005, -0.610, -1.836], [2.549, -2.299, 0.733], [4.104, -1.409, 0.827], [4.322, 1.260, 0.130], [2.970, 1.769, 1.181], [2.775, -1.042, 1.967], [2.965, 2.214, -0.534], [-0.032, 1.763, 0.272], [-0.053, 2.896, 0.565], [0.000, 0.000, 3.237], [0.000, 0.000, 1.817], [0.905, -0.523, 3.608], [-0.905, -0.522, 3.608], [0.000, 1.046, 3.606]],
  "forces_ev_per_a": [[0.17, -0.75, -0.41], [-0.17, 0.83, -0.01], [0.02, -1.32, 2.74], [-3.95, 0.06, -0.52], [0.56, 0.01, -0.03], [0.49, 0.05, 0.07], [0.22, 0.02, 0.06], [0.21, 0.12, -0.11], [-0.21, -0.03, -0.09], [-0.20, -0.08, 0.12], [-0.11, -0.02, 0.06], [-0.11, -0.06, 0.05], [0.75, 0.05, -0.02], [0.22, -0.09, 0.00], [-0.10, -0.07, -0.09], [-0.11, 0.00, -0.05], [3.95, 0.20, -0.51], [-0.57, 0.00, -0.03], [-0.75, 0.03, -0.02], [0.21, -0.03, -0.08], [-0.22, 0.01, 0.06], [0.11, -0.04, 0.05], [-0.48, 0.03, 0.06], [0.21, -0.07, 0.13], [-0.22, 0.11, -0.11], [-0.21, -0.10, 0.00], [0.12, 0.00, -0.05], [0.11, -0.07, -0.09], [0.11, -0.02, 0.06], [-0.12, 6.55, 0.19], [0.08, -4.37, -0.88], [-0.02, -0.17, 0.62], [0.02, -1.06, -0.41], [-0.39, 0.34, -0.28], [0.40, 0.34, -0.27], [0.00, -0.39, -0.23]]
}


No. 2
{
  "formula": "C3H6O",
  "method": "ωB97M-V with the def2-TZVPD basis set",
  "relative_energy_ev": 1.4857,
  "charge": 0,
  "homo_energy_ev": -10.20,
  "gap_ev": 11.389,
  "e_tot_ha": -193.08861,
  "lumo_energy_ev": 1.1910,
  "elements": ["C", "C", "C", "O", "H", "H", "H", "H", "H", "H"],
  "positions_angstrom": [[-1.214, -0.368, 0.013], [0.011, 0.548, -0.051], [1.366, -0.006, 0.138], [0.853, 0.412, -1.164], [-0.933, -1.402, -0.016], [-1.917, -0.141, -0.862], [-1.639, -0.232, 0.995], [-0.234, 1.597, 0.123], [1.592, -1.035, 0.210], [2.115, 0.628, 0.614]],
  "forces_ev_per_a": [[0.09, 1.03, -1.19], [-0.99, -0.96, -0.20], [-0.33, 2.08, -0.39], [0.92, -0.41, 0.25], [0.28, -0.58, -0.36], [0.75, -0.26, 1.50], [-0.73, 0.26, 0.15], [0.34, -0.15, 0.53], [-0.31, -1.08, 0.15], [-0.03, 0.07, -0.44]]
}